Arrangement w

Molecular formula: C2H3N5O
Method: DFT, the ωB97M-V functional and the def2-TZVPD basis

Summary:
Gap between HOMO and LUMO = 8.1 eV
Structure (SMILES) = N/N=c1\cnnno1
E_HOMO = -0.3278 Ha

Element x y z (Å)
N (2.120, -0.091, -0.049)
N (1.107, -0.924, 0.078)
C (-0.123, -0.465, -0.081)
C (-0.553, 0.940, -0.323)
N (-1.736, 1.219, 0.065)
N (-2.778, 0.013, 0.150)
N (-2.410, -1.230, -0.076)
O (-1.076, -1.510, -0.121)
H (2.102, 0.782, 0.636)
H (3.023, -0.481, 0.074)
H (0.323, 1.747, -0.354)

Arrangement x

Molecular formula: C2H3N5O
Method: DFT, the ωB97M-V functional and the def2-TZVPD basis

Summary:
Gap between HOMO and LUMO = 8.9 eV
Structure (SMILES) = [H]/N=C/n1nnc(=O)[nH]1
E_HOMO = -0.3513 Ha

Element x y z (Å)
H (3.100, -0.708, -0.008)
N (2.102, -0.759, 0.031)
C (1.491, 0.351, -0.049)
N (0.097, 0.368, -0.095)
N (-0.696, 1.453, 0.154)
N (-1.911, 1.207, -0.093)
C (-2.046, -0.201, -0.112)
O (-2.949, -0.957, 0.065)
N (-0.706, -0.665, -0.162)
H (1.834, 1.358, -0.129)
H (-0.316, -1.447, 0.399)

Least stable: arrangement w